ORCA calculation (ωB97M-V/def2-TZVPD) on a molecular structure, C17H35AgBCl2F3O2PS at a distorted geometry.

gap between HOMO and LUMO (spin up / spin down): 7.21 / 6.28 eV
F_max: 2.72 eV/A
charge: +2
2S+1: 2
molar mass: 581.086 g mol⁻¹
HOMO energy (spin up / spin down): -15.39 / -15.38 eV
E: -80272.3165 eV

Last column: natural (NBO) charge in e.
Positions of all 63 atoms, in Å:
C 6.10 0.56 2.21  -0.610
C 5.03 -0.44 1.75  -0.405
C 3.65 0.22 1.60  -0.387
C 3.40 0.82 0.23  -0.397
C 3.16 -0.22 -0.86  -0.399
C 3.06 0.30 -2.29  -0.393
C 1.71 0.87 -2.72  -0.409
C 1.36 2.23 -2.10  -0.408
C 0.06 2.32 -1.30  -0.404
C -0.39 1.10 -0.48  -0.428
C -1.31 1.54 0.65  -0.406
C -1.69 0.57 1.77  -0.722
P -2.25 -1.14 1.40  0.955
S 0.19 -1.91 1.59  0.129
B -2.21 -2.22 -0.26  0.996
O -1.73 -3.49 -0.08  -0.953
O -2.56 -1.66 -1.41  -0.748
C -1.98 -2.13 -2.66  -0.247
C -4.10 -0.75 1.20  -0.558
Cl -4.89 -2.32 0.90  0.022
C -4.38 0.27 0.07  -0.185
C -5.57 -0.02 -0.82  -0.633
Cl -4.67 1.86 0.86  -0.055
C -2.52 -2.15 3.03  0.814
F -2.99 -3.36 2.76  -0.290
F -3.37 -1.47 3.79  -0.297
F -1.39 -2.30 3.71  -0.302
H 6.24 0.49 3.29  0.220
H 5.80 1.58 1.99  0.195
H 7.05 0.38 1.73  0.223
H 4.95 -1.23 2.50  0.216
H 5.33 -0.86 0.79  0.196
H 3.61 1.04 2.32  0.209
H 2.84 -0.46 1.87  0.179
H 2.53 1.48 0.31  0.165
H 4.25 1.44 -0.07  0.219
H 2.27 -0.82 -0.64  0.159
H 3.99 -0.92 -0.83  0.229
H 3.83 1.04 -2.48  0.213
H 3.27 -0.53 -2.96  0.225
H 1.79 1.03 -3.80  0.232
H 0.92 0.14 -2.58  0.186
H 2.18 2.60 -1.48  0.236
H 1.29 2.96 -2.91  0.218
H 0.19 3.16 -0.60  0.203
H -0.81 2.54 -1.99  0.096
H -0.92 0.45 -1.17  0.218
H 0.51 0.61 -0.11  0.239
H -0.82 2.37 1.16  0.227
H -2.22 1.96 0.22  0.214
H -0.84 0.48 2.45  0.264
H -2.49 1.00 2.37  0.284
H 0.52 -2.24 0.33  0.129
H -2.42 -4.15 0.02  0.545
H -2.58 -2.93 -3.06  0.219
H -0.96 -2.46 -2.51  0.194
H -1.99 -1.28 -3.34  0.203
H -4.55 -0.36 2.10  0.276
H -3.51 0.39 -0.56  0.205
H -6.48 -0.14 -0.25  0.243
H -5.71 0.85 -1.46  0.233
H -5.38 -0.87 -1.46  0.237
Ag -1.42 4.21 -1.73  0.970